1.
A 2-piece molecular cluster, CH4N2O2 overall in a non-equilibrium geometry. Source: the OMol25 dataset; level of theory: ωB97M-V/def2-TZVPD.

```
9
Properties=species:S:1:pos:R:3:forces:R:3
C 1.19660 -0.62629 -0.32572 -0.35 -2.68 0.84
N -1.92086 0.91423 0.83828 -0.94 0.94 -1.62
N -1.13937 0.69552 -0.06033 2.16 -2.51 3.22
O -0.93279 0.91070 -1.17337 -0.15 0.86 -1.51
O 0.30240 -0.37283 0.66611 -3.16 0.74 0.61
H 2.13090 -0.40040 0.16854 0.99 -0.61 -0.40
H 1.02901 0.17807 -0.94877 0.10 1.48 -2.74
H 1.07823 -1.70258 -0.83964 0.50 2.35 0.99
H -1.74411 0.40359 1.67489 0.85 -0.56 0.62
```
Forces are in eV/Å.

Calculated values
Frontier orbital gap (spin up / spin down) in eV: 9.459 / 9.463
Largest force on an atom in eV/A: 4.6
E_LUMO (spin up / spin down) in Eh: -0.01500 / -0.01500
Energy above the lowest of the compared OMol25 structures with the same formula, charge and spin in eV: 5.204

2.
C48H64FO4RbS as an isolated structure. Source: the OMol25 dataset; level of theory: ωB97M-V/def2-TZVPD.

```
119
Properties=species:S:1:pos:R:3:forces:R:3
Rb 1.65334 -0.35259 2.64656 0.23 -0.19 0.13
C 0.59275 2.96522 3.68196 -0.11 -0.01 -0.08
O 0.67082 2.38675 2.39491 0.06 -0.02 -0.05
C -0.27876 2.63997 1.43767 0.01 0.00 -0.01
C 0.22152 2.96826 0.16967 -0.04 0.00 0.11
C 1.70672 3.03536 -0.14554 -0.02 0.01 -0.07
C 2.05245 2.03046 -1.22522 0.00 -0.03 0.07
C 2.61331 2.37602 -2.43892 0.03 0.00 -0.04
C 2.79646 1.44310 -3.46669 0.01 0.03 -0.04
C 2.29666 0.15569 -3.24146 0.02 -0.03 -0.03
C 1.71336 -0.23303 -2.05020 -0.02 -0.01 -0.02
C 0.96645 -1.55330 -1.96792 0.00 -0.10 -0.05
C 0.95476 -2.32975 -0.66518 -0.04 0.11 0.11
C 2.00927 -3.16031 -0.34308 -0.02 0.01 -0.01
C 2.03056 -3.90695 0.83798 0.06 -0.06 -0.01
C 0.94341 -3.80214 1.68186 -0.02 0.05 0.12
C -0.14783 -2.96118 1.42264 0.06 0.20 0.00
C -1.16803 -2.84859 2.56061 -0.08 -0.16 0.31
C -2.22572 -1.78141 2.55981 -0.03 0.08 -0.05
C -3.50976 -2.03835 2.10895 -0.01 -0.09 0.00
C -4.48044 -1.04942 1.97497 -0.05 0.10 0.04
C -4.07415 0.25711 2.28324 -0.08 -0.05 -0.02
C -2.81723 0.55906 2.76441 0.06 -0.02 0.04
C -2.33626 1.98602 2.91857 -0.02 0.02 0.00
C -1.65672 2.48485 1.64248 0.02 0.00 -0.02
C -2.49651 2.69773 0.55207 0.04 0.02 0.00
C -2.03484 3.01104 -0.71800 -0.05 0.06 0.00
C -0.66501 3.15058 -0.87917 0.00 0.01 -0.01
C -3.01375 3.08300 -1.88786 -0.03 0.01 0.02
C -3.64158 1.69498 -2.07744 -0.02 -0.02 -0.08
C -2.32467 3.47414 -3.19437 0.01 0.00 -0.05
C -4.11992 4.10638 -1.60097 -0.01 -0.02 0.05
C -1.87164 -0.48388 3.04261 -0.04 0.09 -0.27
O -0.76483 -0.24465 3.62194 -0.17 0.00 0.15
C -5.90607 -1.31937 1.49902 0.01 -0.06 -0.05
C -6.23072 -0.46566 0.26387 -0.03 0.03 0.00
C -6.11831 -2.78499 1.10694 0.04 0.03 0.04
C -6.90929 -0.97552 2.60898 -0.04 0.02 -0.01
C -0.12638 -2.23765 0.23507 -0.20 0.10 -0.12
O -1.14946 -1.35835 -0.06518 0.09 -0.17 -0.09
C -2.21868 -1.96083 -0.76177 0.00 0.04 0.00
C 3.25935 -4.74866 1.17349 0.01 -0.03 0.06
C 3.49672 -5.78814 0.06975 0.02 0.04 -0.01
C 4.47533 -3.81810 1.28561 0.03 -0.03 0.01
C 3.11266 -5.49668 2.50079 -0.03 0.02 -0.04
C 1.67751 0.67762 -0.95322 0.00 0.03 -0.05
O 1.29204 0.33595 0.19997 -0.19 0.04 -0.04
C 3.48267 1.77127 -4.79141 0.00 0.05 0.02
C 4.72228 0.88199 -4.96938 0.01 0.00 0.00
C 2.52461 1.52914 -5.96619 -0.03 -0.01 -0.02
C 3.93991 3.22926 -4.85792 0.03 -0.01 0.01
H -0.08338 3.82562 3.68840 0.00 -0.01 0.03
H 1.60233 3.29029 3.94251 -0.02 0.00 0.02
H 0.24887 2.21451 4.39839 0.00 0.06 0.05
H 2.27429 2.87151 0.76911 -0.01 -0.03 -0.01
H 1.94771 4.04241 -0.50566 0.02 -0.01 0.01
H 2.91331 3.41084 -2.57547 -0.01 0.00 -0.03
H 2.34697 -0.58463 -4.04008 0.00 0.02 -0.01
H 1.36795 -2.21661 -2.74394 0.00 0.02 0.03
H -0.07059 -1.35578 -2.24837 -0.01 0.03 0.02
H 2.85258 -3.20333 -1.02474 0.00 0.03 -0.02
H 0.93148 -4.33585 2.62468 0.01 -0.02 0.00
H -0.56057 -2.68931 3.45904 -0.05 -0.01 0.01
H -1.64712 -3.82679 2.70461 0.04 0.00 -0.18
H -3.73988 -3.06253 1.82735 0.00 0.00 -0.01
H -4.77573 1.07787 2.13871 0.02 0.02 -0.01
H -1.67584 2.03923 3.77758 0.02 -0.03 -0.01
H -3.19309 2.64185 3.11280 0.01 -0.02 0.00
H -3.55803 2.54094 0.71198 -0.02 -0.01 0.00
H -0.23745 3.35386 -1.85268 0.01 0.00 -0.02
H -2.86684 0.95928 -2.30234 0.02 0.00 0.00
H -4.36256 1.70684 -2.90221 0.00 0.00 -0.01
H -4.15641 1.36177 -1.17648 -0.01 0.01 0.05
H -1.55462 2.75219 -3.46952 0.00 -0.01 -0.01
H -1.85440 4.45764 -3.12691 0.00 0.01 0.03
H -3.06172 3.50634 -4.00168 -0.01 0.00 0.00
H -4.67649 3.84124 -0.70104 -0.01 0.01 0.00
H -4.82753 4.15469 -2.43425 0.00 -0.01 -0.02
H -3.69516 5.10145 -1.44983 0.01 0.00 -0.01
H -5.54560 -0.69506 -0.55437 0.02 -0.02 0.00
H -6.14029 0.59997 0.47930 0.01 0.01 0.01
H -7.25436 -0.65341 -0.07958 0.00 0.00 0.00
H -5.43757 -3.08095 0.30628 0.01 0.00 -0.02
H -7.14302 -2.93218 0.75374 -0.01 0.01 0.00
H -5.95289 -3.45329 1.95419 0.00 0.00 0.01
H -6.81673 0.07065 2.90461 0.01 0.01 0.00
H -6.72563 -1.58713 3.49441 0.02 -0.01 0.00
H -7.93824 -1.14665 2.27233 -0.02 0.00 0.01
H -2.60742 -2.83302 -0.22865 0.01 -0.01 0.01
H -1.91330 -2.27291 -1.77015 -0.02 0.00 0.01
H -3.00878 -1.21245 -0.82850 0.01 -0.02 -0.01
H 3.64111 -5.31129 -0.89992 0.00 0.01 -0.02
H 2.64408 -6.46596 -0.01287 -0.02 0.00 0.01
H 4.38898 -6.37986 0.29279 0.02 -0.01 0.00
H 4.66784 -3.30249 0.34442 0.00 0.01 -0.02
H 5.36725 -4.39684 1.54611 0.02 0.01 0.00
H 4.31737 -3.05693 2.05252 0.01 0.02 0.02
H 2.26771 -6.18942 2.48061 -0.01 0.00 0.00
H 2.97471 -4.80654 3.33328 0.01 0.02 0.02
H 4.01930 -6.07559 2.69287 0.01 0.00 -0.01
H 4.45348 -0.17442 -4.93798 -0.02 -0.01 -0.01
H 5.43414 1.06339 -4.16225 0.01 0.00 0.01
H 5.21929 1.08243 -5.92523 0.00 0.01 -0.02
H 2.19884 0.48905 -6.00114 0.00 -0.02 0.00
H 3.00366 1.76809 -6.92254 0.01 0.00 0.00
H 1.63310 2.15007 -5.85863 0.00 0.01 0.00
H 4.64823 3.45765 -4.05965 0.00 0.00 0.01
H 3.09727 3.91663 -4.76772 -0.03 0.01 -0.01
H 4.43395 3.41914 -5.81545 0.00 0.00 -0.01
C 5.56849 1.88339 3.95477 0.15 -0.11 -0.04
S 4.87635 2.64211 2.46081 -0.02 0.04 -0.11
C 4.50762 1.15633 1.48091 -0.01 0.03 0.16
H 4.97267 0.99951 4.22281 -0.06 0.12 -0.05
H 5.55428 2.63708 4.74391 -0.04 0.01 -0.01
H 6.60215 1.56605 3.79305 0.00 0.07 -0.02
H 5.25952 0.94378 0.72148 0.12 0.10 0.07
H 3.54359 1.27317 0.98973 0.03 0.07 -0.04
H 4.42715 0.35243 2.22492 0.04 -0.14 -0.16
F 3.95530 -0.55151 3.74550 0.24 -0.33 0.35
```
Forces are in eV/Å.

Calculated values
Frontier orbital gap in eV: 5.410
Largest force on an atom in eV/A: 0.5
E_LUMO in Eh: 0.14394
Energy above the lowest of the compared OMol25 structures with the same formula, charge and spin in eV: 0.000
Net charge: -2

3.
A single C25H29N3O6S molecule in a non-equilibrium geometry. Source: the OMol25 dataset; level of theory: ωB97M-V/def2-TZVPD.

```
64
Properties=species:S:1:pos:R:3:forces:R:3
C 3.51600 3.50890 0.29347 -0.19 -0.02 0.09
H 3.67305 3.80002 -0.74315 0.07 0.03 -0.12
C 2.04006 3.60711 0.65652 0.00 -0.09 -0.20
H 1.67402 4.61580 0.45866 -0.06 -0.06 0.08
C 1.18661 2.64048 -0.16137 0.02 0.54 0.03
N 1.42219 1.24483 0.21908 0.13 0.33 0.13
C 1.27376 0.30611 -0.72893 0.52 -0.31 -0.34
O 1.00038 0.57736 -1.89177 0.04 -0.03 -0.21
C 1.55171 -1.14630 -0.34112 0.06 -0.01 -0.55
N 0.68442 -1.57711 0.73057 -0.94 -0.01 -0.01
S -0.95244 -1.31737 0.50719 0.20 -0.68 0.45
O -1.09143 0.06133 0.16106 0.11 -0.27 -0.32
O -1.59012 -1.81597 1.68738 0.07 -0.34 -0.11
C -1.41660 -2.32239 -0.89252 0.11 0.32 0.50
C -1.97666 -3.56375 -0.66572 -0.01 -0.09 0.14
C -2.34336 -4.34937 -1.74492 0.05 0.08 -0.01
C -2.14850 -3.89869 -3.04637 0.00 0.03 0.05
C -1.57859 -2.64390 -3.24793 0.00 -0.04 0.15
C -1.21208 -1.85035 -2.17580 0.04 0.11 -0.17
H -0.78190 -0.87270 -2.32402 0.05 0.12 -0.09
H -1.42682 -2.28486 -4.25492 0.02 0.06 -0.11
C -2.53966 -4.74015 -4.22148 0.02 0.00 -0.02
H -1.65410 -5.03274 -4.78459 0.02 -0.06 -0.07
H -3.18627 -4.17760 -4.89243 -0.06 -0.02 -0.08
H -3.06063 -5.63932 -3.90396 -0.04 -0.07 -0.03
H -2.78953 -5.31830 -1.57511 -0.05 -0.09 0.01
H -2.13371 -3.88321 0.35239 -0.08 -0.12 0.10
H 0.87499 -2.50171 1.08313 -0.06 -0.16 0.14
H 2.59210 -1.22563 -0.01739 -0.15 0.00 0.02
H 1.41843 -1.74740 -1.25337 0.07 0.22 0.11
C 1.54437 0.92825 1.59903 0.33 -0.06 0.41
C 0.47474 1.14202 2.45375 0.23 0.00 -0.01
C 0.58334 0.84963 3.80186 -0.02 0.04 0.06
C 1.76927 0.34703 4.30037 -0.08 0.00 -0.01
C 2.85234 0.14158 3.46179 0.25 -0.09 -0.11
C 2.75509 0.43227 2.10805 -0.07 0.20 -0.12
O 3.77798 0.26443 1.21034 -0.46 0.05 0.04
C 5.03864 -0.13373 1.69318 0.23 -0.06 0.08
H 5.42871 0.57524 2.42963 -0.02 -0.03 -0.01
H 5.00527 -1.13555 2.13370 0.00 0.05 0.01
H 5.69451 -0.14567 0.82354 -0.01 -0.01 0.09
H 3.77142 -0.24259 3.87547 0.10 -0.03 0.00
H 1.86496 0.11301 5.35009 0.00 -0.02 0.09
H -0.25889 1.01264 4.45479 -0.10 0.02 0.07
H -0.44462 1.53165 2.05092 -0.09 0.04 -0.02
H 1.47509 2.70563 -1.21795 -0.07 0.00 0.22
C -0.30855 3.02193 -0.07368 0.53 0.01 -0.47
O -0.74870 3.75977 0.78426 -0.19 0.13 0.42
N -1.02923 2.54901 -1.10549 -0.29 -0.09 -0.40
H -0.62285 1.81139 -1.66713 0.16 0.12 0.04
C -2.46797 2.72940 -1.17622 -0.01 -0.19 0.00
C -3.22191 1.53683 -0.68625 -0.36 0.61 0.78
C -3.77316 1.25645 0.52836 0.15 0.34 -0.60
C -4.30955 -0.04931 0.42858 0.02 -0.27 -0.46
C -4.04762 -0.46217 -0.83913 -0.40 -0.37 0.65
O -3.39391 0.49134 -1.52515 0.22 0.24 -0.44
H -4.27200 -1.37251 -1.36028 0.01 -0.08 -0.15
H -4.80999 -0.60189 1.19653 -0.11 -0.19 0.12
H -3.78133 1.89649 1.38587 0.06 0.22 0.17
H -2.70758 3.59077 -0.54847 -0.07 -0.13 -0.17
H -2.73488 2.93446 -2.21784 -0.05 0.07 0.14
H 1.89292 3.41191 1.71921 -0.07 0.13 -0.01
H 3.87277 2.49074 0.41813 0.13 -0.08 0.00
H 4.10603 4.16639 0.92761 0.11 0.05 0.03
```
Forces are in eV/Å.

Calculated values
Frontier orbital gap in eV: 8.481
Largest force on an atom in eV/A: 1.1
E_LUMO in Eh: 0.01357
SMILES: CC[C@H](C(=O)NCc1ccco1)N(C(=O)CNS(=O)(=O)c1ccc(C)cc1)c1ccccc1OC
Energy above the lowest of the compared OMol25 structures with the same formula, charge and spin in eV: 1.714

4.
C34H53IrN5O11P2SSi as an isolated structure in a non-equilibrium geometry. Source: the OMol25 dataset; level of theory: ωB97M-V/def2-TZVPD.

```
108
Properties=species:S:1:pos:R:3:forces:R:3
Ir -0.66613 1.14133 -0.12834 -2.95 -0.56 -0.97
C -0.91579 3.50305 3.58140 0.09 0.05 -0.08
C -1.34198 3.25268 2.16674 -0.16 -0.02 0.01
O -0.55742 2.74111 1.34315 0.85 -0.33 -0.35
N -2.57452 3.61571 1.82018 -0.07 -0.08 -0.02
C -3.08149 3.43802 0.46761 0.11 -0.04 0.00
C -3.64479 2.05130 0.29074 -0.01 0.06 0.04
C -5.00557 1.85780 0.12766 0.01 -0.02 0.07
C -5.52508 0.57395 0.08053 -0.01 -0.01 0.00
C -4.66397 -0.49538 0.25165 -0.02 0.02 0.05
C -3.31642 -0.24212 0.39699 -0.05 -0.03 0.05
N -2.80395 0.99789 0.37549 1.09 0.27 -0.27
H 0.02285 2.99123 3.76797 0.02 -0.05 0.02
H -1.67359 3.13809 4.27543 -0.01 0.02 0.00
H -0.78612 4.57353 3.74918 -0.01 0.00 -0.01
H -3.19035 3.98024 2.53024 0.04 0.05 0.01
H -2.26756 3.59577 -0.23438 -0.04 0.12 0.03
H -3.84695 4.18661 0.28127 -0.05 -0.05 0.01
H -5.65478 2.71978 0.05944 0.01 0.01 -0.03
H -6.58522 0.41329 -0.06258 0.00 0.01 0.01
H -5.02004 -1.51529 0.26608 0.01 0.00 0.00
H -2.61938 -1.05483 0.53374 0.01 -0.01 -0.10
C 1.51836 4.23356 -2.25737 0.07 0.01 0.04
C 0.98769 3.10838 -3.12303 -0.29 -0.17 0.08
O 1.42554 3.30265 -4.45998 0.10 0.03 -0.01
P 1.55232 1.44073 -2.63095 0.14 -0.02 -0.17
O 1.02888 0.49186 -3.76934 0.02 0.01 0.03
O 3.11721 1.35405 -2.69391 -0.04 -0.03 0.06
O 1.13389 1.00693 -1.25493 0.25 0.42 1.11
P -0.84055 2.94171 -3.04965 0.11 0.06 -0.37
O -1.47260 4.37460 -3.28302 0.01 -0.01 0.13
O -1.18830 1.96347 -4.12436 0.07 0.00 0.10
O -1.18348 2.59861 -1.60357 0.01 -0.34 0.48
H 2.59774 4.16254 -2.12910 0.01 0.01 -0.01
H 1.03978 4.22673 -1.28046 0.03 -0.02 0.09
H 1.28988 5.17643 -2.75200 -0.02 -0.01 0.00
H 0.86159 2.80097 -5.06648 -0.01 0.01 0.00
H 0.13472 0.79551 -4.08953 -0.04 -0.01 -0.01
H 3.49638 1.43395 -3.58172 0.00 0.01 0.00
H -1.62005 4.58752 -4.21445 -0.04 0.00 0.00
C 3.17904 2.98092 3.13839 -0.09 -0.11 -0.05
C 3.29581 2.16534 1.85845 0.13 0.02 -0.04
C 4.52529 1.27092 1.88278 -0.04 -0.01 0.01
C 3.31422 3.08919 0.65745 -0.07 -0.05 -0.05
O 2.10839 1.32760 1.67677 0.03 -0.05 0.21
Si 1.55342 0.15055 2.62247 0.17 0.13 -0.25
S -0.39798 -0.31558 1.60153 0.49 0.53 -0.47
O 2.39625 -1.20637 2.65847 -0.26 -0.23 0.14
C 2.61741 -2.43749 1.92961 0.20 0.03 -0.08
C 1.32927 -3.24493 1.87358 -0.01 0.11 0.05
C 3.67713 -3.19122 2.71766 -0.01 0.03 -0.03
C 3.11188 -2.08294 0.53401 -0.07 0.02 0.02
O 1.16764 0.67102 4.08806 -0.07 0.09 0.01
C 1.22568 0.09279 5.42843 -0.02 -0.10 0.08
C 2.67531 -0.21540 5.77630 -0.02 0.07 -0.08
C 0.36920 -1.16437 5.45209 0.03 0.03 -0.09
C 0.66577 1.15586 6.35702 -0.03 -0.01 -0.02
H 4.03392 3.65191 3.21741 0.00 0.01 0.02
H 3.15772 2.34286 4.02084 0.01 0.00 0.02
H 2.26859 3.58018 3.11709 -0.01 0.05 0.02
H 5.42700 1.88059 1.94305 0.01 -0.01 0.01
H 4.57170 0.67157 0.97270 0.02 0.02 0.00
H 4.50825 0.59962 2.74449 0.02 0.01 0.00
H 4.10323 3.83280 0.76756 0.01 0.00 -0.04
H 2.35338 3.59920 0.58806 0.01 0.07 -0.01
H 3.48348 2.52246 -0.25872 0.00 0.01 -0.01
H 0.95633 -3.45106 2.87741 -0.01 0.00 -0.01
H 1.51084 -4.19555 1.37297 0.00 -0.02 0.01
H 0.55067 -2.71199 1.32012 0.01 -0.06 -0.03
H 3.31942 -3.40530 3.72509 0.00 -0.01 0.00
H 4.58891 -2.59864 2.78954 0.00 0.00 -0.01
H 3.91178 -4.13491 2.22535 0.02 0.00 0.00
H 2.41607 -1.39319 0.04454 0.04 0.00 0.00
H 3.20423 -2.98251 -0.07520 0.02 0.00 -0.01
H 4.08611 -1.59775 0.58358 -0.01 0.00 -0.01
H 3.11598 -0.88738 5.04068 0.00 -0.03 0.02
H 2.72466 -0.69254 6.75491 0.01 0.01 0.01
H 3.26489 0.70190 5.81565 0.00 -0.01 0.01
H 0.82737 -1.95206 4.85104 -0.01 -0.01 0.01
H -0.62591 -0.95014 5.05662 -0.02 0.00 0.04
H 0.26218 -1.52911 6.47306 0.01 -0.02 0.00
H 1.19804 2.09823 6.22217 0.01 -0.01 0.00
H 0.78804 0.83998 7.39276 -0.02 0.01 0.01
H -0.39790 1.31613 6.17311 0.01 0.01 -0.02
N -1.52253 -4.61555 -4.37320 0.03 0.02 0.03
C -2.24353 -5.32148 -5.30925 -0.10 -0.01 -0.01
C -2.09450 -6.60087 -5.84383 0.04 0.00 0.01
C -3.03210 -6.98591 -6.77421 0.00 0.01 0.01
C -4.09088 -6.13808 -7.16292 0.00 0.01 -0.02
C -4.23787 -4.88154 -6.62888 0.00 0.02 0.01
C -3.29492 -4.46836 -5.67997 0.05 -0.03 0.01
N -3.20731 -3.28433 -4.98493 0.00 0.04 -0.01
C -2.14934 -3.40447 -4.22653 -0.04 -0.03 -0.01
C -1.73260 -2.35703 -3.30713 0.02 0.00 0.00
C -0.64344 -2.47156 -2.43821 -0.03 0.04 -0.04
C -0.35962 -1.44495 -1.57044 -0.01 -0.08 -0.08
N -1.10167 -0.32554 -1.52290 0.44 0.26 0.70
C -2.12878 -0.18377 -2.37754 -0.07 -0.04 -0.03
C -2.46546 -1.16901 -3.27178 0.00 -0.01 0.00
H -0.69542 -4.93932 -3.90471 0.01 0.01 -0.01
H -1.29103 -7.26068 -5.54536 0.01 0.01 -0.02
H -2.95608 -7.96718 -7.22256 -0.01 0.00 0.00
H -4.79860 -6.49151 -7.90003 0.00 -0.01 0.00
H -5.04488 -4.22478 -6.92264 -0.01 -0.01 0.00
H -0.00488 -3.34341 -2.43197 -0.01 -0.01 0.04
H 0.48278 -1.49672 -0.89622 -0.02 0.01 -0.03
H -2.67517 0.74554 -2.34001 0.00 -0.01 0.05
H -3.29557 -1.03468 -3.95013 0.00 0.01 0.00
```
Forces are in eV/Å.

Calculated values
Frontier orbital gap (spin up / spin down) in eV: 6.759 / 4.317
2S+1: 2
Largest force on an atom in eV/A: 3.2
E_LUMO (spin up / spin down) in Eh: -0.20635 / -0.29603
Energy above the lowest of the compared OMol25 structures with the same formula, charge and spin in eV: 1.045
Net charge: +2